No. 1
Below is a 3-piece molecular cluster, C2H10N2O2 overall in a non-equilibrium geometry, with properties calculated with wB97M-V/def2-TZVPD.

Values from the calculation:
Frontier orbital gap   0.3281 Ha
Net charge   0
Structure (SMILES)   N/C=C/N.O.O

Geometry as XYZ:
```
16
Properties=species:S:1:pos:R:3:forces:R:3
H 0.052 0.683 2.752 -0.18 -0.17 -0.03
H -0.338 3.094 -0.293 0.01 -0.03 0.03
H -1.268 -2.389 -0.533 -0.10 0.01 0.10
N 0.319 0.567 1.785 0.43 -0.21 -0.17
H -1.401 -0.507 1.300 -0.46 -0.28 -0.21
O 0.396 2.477 -0.365 0.09 0.00 -0.10
H -0.416 -0.263 -1.988 0.04 -0.07 0.03
O -0.211 0.529 -2.495 0.01 0.19 -0.17
H 0.359 1.921 0.439 -0.18 0.12 0.05
C -0.351 -0.497 1.089 0.58 0.70 0.43
H 0.248 -2.839 -1.039 -0.04 -0.10 -0.07
N -0.342 -2.071 -0.766 0.14 0.00 -0.09
C 0.270 -1.222 0.169 -0.40 -0.24 0.18
H 0.021 1.215 -1.849 -0.04 -0.12 0.05
H 1.325 0.427 1.762 -0.06 0.08 0.05
H 1.337 -1.125 0.035 0.16 0.12 -0.07
```
Forces are in eV/Å.

---

No. 2
Below is C27H34BrCdN8O4S as an isolated structure, with properties calculated with wB97M-V/def2-TZVPD.

Values from the calculation:
Frontier orbital gap   0.2938 Ha
Net charge   +1

Geometry as XYZ:
```
76
Properties=species:S:1:pos:R:3:forces:R:3
H -2.413 0.673 -1.844 0.00 0.01 0.01
C -2.571 2.415 -3.091 0.05 0.01 -0.01
C -3.406 -3.431 -0.136 0.02 -0.08 -0.04
H 5.761 -0.498 -2.499 0.00 0.01 0.00
N -0.550 1.335 -2.418 0.06 -0.01 -0.02
H -2.248 -3.942 1.590 0.01 0.00 0.01
H -5.686 -1.774 2.264 -0.02 -0.03 0.00
H 2.716 3.588 0.153 0.01 0.02 -0.01
H 3.981 3.832 -1.947 0.01 0.00 0.00
C -0.448 3.249 -3.838 -0.03 0.01 -0.01
H -3.953 -1.921 2.001 -0.08 0.03 0.09
C -4.756 -2.118 2.714 0.01 0.15 0.24
C -1.881 1.427 -2.412 -0.07 0.04 -0.02
H -2.063 0.379 3.733 -0.04 -0.01 0.03
C -2.279 -3.375 0.668 0.03 -0.04 -0.10
C 3.212 0.852 -1.668 0.06 0.06 -0.03
C 1.104 -0.532 3.022 0.05 -0.02 -0.06
N 0.691 0.238 0.990 0.03 0.02 0.15
C 3.411 2.807 -0.153 0.00 -0.02 -0.01
S -3.164 -2.046 4.978 0.02 0.01 -0.21
N -3.027 5.241 -5.110 -0.01 0.00 0.00
C -1.836 3.346 -3.816 0.01 -0.04 0.03
H 4.574 -1.353 -4.456 0.00 -0.01 0.01
O 2.949 -1.333 4.026 0.01 0.03 0.02
Cd 0.459 -0.620 -1.354 -0.01 0.13 -0.11
C -1.692 0.895 1.214 -0.02 -0.05 -0.02
H 1.834 1.432 -0.335 0.00 -0.03 0.00
C 1.645 -0.316 1.797 -0.02 0.02 -0.06
H 0.149 3.954 -4.398 0.00 0.00 0.00
C 0.148 2.227 -3.125 0.01 0.01 0.04
H 3.554 0.085 -4.531 0.01 0.00 -0.01
C -1.729 -1.755 3.950 -0.06 -0.11 0.08
H -1.470 1.521 0.352 0.01 0.02 0.01
C 5.295 2.170 -1.589 0.01 0.00 0.01
C -1.263 -0.312 3.987 -0.04 0.07 0.00
H -2.386 -1.518 -2.707 0.00 -0.03 -0.01
C -2.501 4.397 -4.537 -0.01 0.02 -0.02
H 5.754 0.778 -3.714 -0.01 0.00 -0.01
H -1.972 -2.091 2.942 0.01 0.04 -0.01
H -4.385 -0.330 3.942 0.01 0.03 0.00
C -1.199 -2.601 0.261 0.01 -0.03 0.03
C 4.085 -0.588 -3.854 -0.01 0.02 0.00
O 1.105 -1.324 5.157 0.01 0.05 0.05
H 5.908 1.768 -0.775 0.00 0.00 0.00
H -5.374 -1.556 4.722 0.00 0.02 0.01
C 5.115 0.185 -3.060 -0.01 -0.03 0.00
C -1.199 -1.883 -0.942 0.04 -0.24 0.07
H -0.894 -0.061 4.975 0.04 0.05 -0.05
H 1.225 2.121 -3.102 0.00 -0.02 -0.02
H -2.216 1.502 1.950 0.01 0.01 0.02
H 3.619 -1.961 -2.267 0.00 0.00 -0.01
H 5.975 2.484 -2.381 0.00 0.01 0.00
N 4.451 1.109 -2.142 0.00 -0.02 0.01
N -0.208 -0.107 2.983 0.02 -0.08 0.08
C 4.463 3.337 -1.101 -0.03 -0.01 -0.02
H -2.350 0.089 0.879 -0.02 -0.03 0.06
H -4.311 -2.838 -1.983 0.00 0.00 0.00
C -4.535 -1.405 4.039 -0.01 -0.01 0.01
H -0.969 -2.419 4.366 -0.04 0.01 0.00
H 3.886 2.409 0.751 -0.01 0.02 0.00
H -3.650 2.457 -3.061 0.00 0.00 0.00
C -3.437 -2.766 -1.349 -0.05 -0.01 -0.02
C -0.411 0.347 1.732 0.03 0.09 -0.17
N 2.645 1.770 -0.836 0.00 0.00 0.07
Br -4.905 -4.436 0.426 0.03 -0.20 -0.33
N 1.768 -1.100 4.164 -0.01 -0.10 -0.06
H -0.324 -2.585 0.907 -0.01 0.03 0.02
C 3.108 -1.212 -2.880 -0.04 -0.04 0.04
H 2.313 -1.733 -3.414 0.00 0.00 -0.02
O -3.307 -3.472 5.058 -0.02 -0.06 0.05
H 5.100 4.066 -0.602 0.01 -0.01 0.01
O -3.015 -1.236 6.155 0.02 0.04 0.08
H -4.826 -3.195 2.863 0.01 0.15 0.07
H 2.649 -0.530 1.472 0.02 0.01 0.00
C -2.335 -2.015 -1.743 0.02 0.11 0.02
N 2.493 -0.198 -2.013 -0.06 -0.01 0.05
```
Forces are in eV/Å.

---

No. 3
Below is C25H15BrCl5N3ORuS2 as an isolated structure in a non-equilibrium geometry, with properties calculated with wB97M-V/def2-TZVPD.

Values from the calculation:
2S+1   6
Frontier orbital gap (spin up / spin down)   0.2619 / 0.2219 Ha
Net charge   +1

Geometry as XYZ:
```
53
Properties=species:S:1:pos:R:3:forces:R:3
C -0.871 -2.582 0.289 -0.05 0.77 0.02
C -2.399 -0.790 0.477 -0.09 -0.04 -0.14
N 1.319 -1.805 0.845 -0.47 -0.37 -0.08
C -1.315 -4.951 0.199 -0.28 0.30 -0.09
H -4.496 3.899 -0.728 0.00 -0.02 0.01
H 1.432 1.675 -4.757 -0.03 0.02 0.00
Br -6.468 2.491 0.944 -0.04 0.01 0.01
C 2.194 -4.405 1.304 -0.08 -0.18 -0.04
N 2.884 1.213 -3.323 0.09 0.00 0.01
C 0.661 1.877 2.851 -0.01 -0.24 0.23
N -1.210 -1.205 0.164 0.07 -0.81 0.34
H 0.272 -6.266 0.726 0.01 0.02 0.01
Cl 0.329 0.230 3.372 0.02 0.04 -0.09
H 3.164 -1.184 1.446 0.01 -0.03 -0.01
C 0.910 3.398 1.078 0.03 0.19 -0.22
H 3.450 2.029 -3.138 -0.02 0.03 -0.01
C 0.468 -2.863 0.652 0.19 0.33 0.10
C 0.974 4.177 3.368 0.00 0.08 0.01
O -0.930 1.223 -1.014 0.12 -0.31 0.25
C -2.872 0.523 0.206 -0.42 -0.03 0.27
H -2.229 3.365 -1.544 -0.01 0.00 0.01
C 2.525 -2.045 1.295 0.28 0.03 0.00
C 0.781 2.871 3.811 -0.01 -0.13 0.04
C -4.741 2.041 0.339 0.04 0.29 -0.16
Ru 0.373 0.260 0.339 1.10 1.07 -0.53
S 2.855 0.758 -0.697 -0.43 -0.04 0.04
C -4.182 0.849 0.661 0.32 -0.22 -0.03
H -3.090 -1.489 0.954 -0.03 0.04 -0.09
C -1.736 -3.602 0.047 -0.22 -0.54 -0.04
H 4.014 -3.471 1.925 -0.02 0.01 -0.01
H -4.726 0.132 1.264 0.03 0.00 -0.02
H 2.543 -1.166 -4.898 0.00 -0.01 -0.03
C 2.261 0.978 -4.627 0.03 -0.01 0.05
C -2.145 1.449 -0.586 0.12 0.17 -0.18
C 0.750 2.082 1.488 -0.47 -0.22 0.19
Cl 1.125 5.448 4.507 0.00 -0.05 -0.05
C 2.454 0.487 -2.306 -0.13 -0.08 -0.18
H 2.541 -5.418 1.466 -0.03 0.01 0.00
H 0.879 -0.612 -5.190 0.01 0.00 0.00
Cl 1.209 6.065 1.464 0.02 -0.02 -0.01
C 1.024 4.444 1.997 0.02 0.04 -0.02
C -2.780 2.666 -0.929 0.13 -0.10 0.00
C -0.048 -5.240 0.595 0.25 0.04 0.06
C -4.032 2.956 -0.471 -0.22 0.02 0.08
C 0.874 -4.189 0.841 0.06 -0.24 0.06
H 2.984 1.133 -5.424 0.02 0.00 0.00
Cl 0.680 2.500 5.484 0.01 0.07 -0.06
C 3.008 -3.343 1.553 0.02 0.22 -0.01
Cl 0.934 3.791 -0.617 0.04 -0.12 0.15
S 1.392 -0.781 -2.840 -0.01 -0.06 0.20
H -2.748 -3.387 -0.274 0.03 -0.05 -0.02
C 1.771 -0.466 -4.588 0.02 0.07 -0.05
H -2.018 -5.748 -0.002 -0.02 0.03 0.00
```
Forces are in eV/Å.

---

Copy entry 3 word for word.
Below is C25H15BrCl5N3ORuS2 as an isolated structure in a non-equilibrium geometry, with properties calculated with wB97M-V/def2-TZVPD.

Values from the calculation:
2S+1   6
Frontier orbital gap (spin up / spin down)   0.2619 / 0.2219 Ha
Net charge   +1

Geometry as XYZ:
```
53
Properties=species:S:1:pos:R:3:forces:R:3
C -0.871 -2.582 0.289 -0.05 0.77 0.02
C -2.399 -0.790 0.477 -0.09 -0.04 -0.14
N 1.319 -1.805 0.845 -0.47 -0.37 -0.08
C -1.315 -4.951 0.199 -0.28 0.30 -0.09
H -4.496 3.899 -0.728 0.00 -0.02 0.01
H 1.432 1.675 -4.757 -0.03 0.02 0.00
Br -6.468 2.491 0.944 -0.04 0.01 0.01
C 2.194 -4.405 1.304 -0.08 -0.18 -0.04
N 2.884 1.213 -3.323 0.09 0.00 0.01
C 0.661 1.877 2.851 -0.01 -0.24 0.23
N -1.210 -1.205 0.164 0.07 -0.81 0.34
H 0.272 -6.266 0.726 0.01 0.02 0.01
Cl 0.329 0.230 3.372 0.02 0.04 -0.09
H 3.164 -1.184 1.446 0.01 -0.03 -0.01
C 0.910 3.398 1.078 0.03 0.19 -0.22
H 3.450 2.029 -3.138 -0.02 0.03 -0.01
C 0.468 -2.863 0.652 0.19 0.33 0.10
C 0.974 4.177 3.368 0.00 0.08 0.01
O -0.930 1.223 -1.014 0.12 -0.31 0.25
C -2.872 0.523 0.206 -0.42 -0.03 0.27
H -2.229 3.365 -1.544 -0.01 0.00 0.01
C 2.525 -2.045 1.295 0.28 0.03 0.00
C 0.781 2.871 3.811 -0.01 -0.13 0.04
C -4.741 2.041 0.339 0.04 0.29 -0.16
Ru 0.373 0.260 0.339 1.10 1.07 -0.53
S 2.855 0.758 -0.697 -0.43 -0.04 0.04
C -4.182 0.849 0.661 0.32 -0.22 -0.03
H -3.090 -1.489 0.954 -0.03 0.04 -0.09
C -1.736 -3.602 0.047 -0.22 -0.54 -0.04
H 4.014 -3.471 1.925 -0.02 0.01 -0.01
H -4.726 0.132 1.264 0.03 0.00 -0.02
H 2.543 -1.166 -4.898 0.00 -0.01 -0.03
C 2.261 0.978 -4.627 0.03 -0.01 0.05
C -2.145 1.449 -0.586 0.12 0.17 -0.18
C 0.750 2.082 1.488 -0.47 -0.22 0.19
Cl 1.125 5.448 4.507 0.00 -0.05 -0.05
C 2.454 0.487 -2.306 -0.13 -0.08 -0.18
H 2.541 -5.418 1.466 -0.03 0.01 0.00
H 0.879 -0.612 -5.190 0.01 0.00 0.00
Cl 1.209 6.065 1.464 0.02 -0.02 -0.01
C 1.024 4.444 1.997 0.02 0.04 -0.02
C -2.780 2.666 -0.929 0.13 -0.10 0.00
C -0.048 -5.240 0.595 0.25 0.04 0.06
C -4.032 2.956 -0.471 -0.22 0.02 0.08
C 0.874 -4.189 0.841 0.06 -0.24 0.06
H 2.984 1.133 -5.424 0.02 0.00 0.00
Cl 0.680 2.500 5.484 0.01 0.07 -0.06
C 3.008 -3.343 1.553 0.02 0.22 -0.01
Cl 0.934 3.791 -0.617 0.04 -0.12 0.15
S 1.392 -0.781 -2.840 -0.01 -0.06 0.20
H -2.748 -3.387 -0.274 0.03 -0.05 -0.02
C 1.771 -0.466 -4.588 0.02 0.07 -0.05
H -2.018 -5.748 -0.002 -0.02 0.03 0.00
```
Forces are in eV/Å.

---

Q: What is the formula in the first record?
A: C2H10N2O2

---

Q: Look up the net charge of the third one.
A: +1

---

Copy entry 1 word for word.
Below is a 3-piece molecular cluster, C2H10N2O2 overall in a non-equilibrium geometry, with properties calculated with wB97M-V/def2-TZVPD.

Values from the calculation:
Frontier orbital gap   0.3281 Ha
Net charge   0
Structure (SMILES)   N/C=C/N.O.O

Geometry as XYZ:
```
16
Properties=species:S:1:pos:R:3:forces:R:3
H 0.052 0.683 2.752 -0.18 -0.17 -0.03
H -0.338 3.094 -0.293 0.01 -0.03 0.03
H -1.268 -2.389 -0.533 -0.10 0.01 0.10
N 0.319 0.567 1.785 0.43 -0.21 -0.17
H -1.401 -0.507 1.300 -0.46 -0.28 -0.21
O 0.396 2.477 -0.365 0.09 0.00 -0.10
H -0.416 -0.263 -1.988 0.04 -0.07 0.03
O -0.211 0.529 -2.495 0.01 0.19 -0.17
H 0.359 1.921 0.439 -0.18 0.12 0.05
C -0.351 -0.497 1.089 0.58 0.70 0.43
H 0.248 -2.839 -1.039 -0.04 -0.10 -0.07
N -0.342 -2.071 -0.766 0.14 0.00 -0.09
C 0.270 -1.222 0.169 -0.40 -0.24 0.18
H 0.021 1.215 -1.849 -0.04 -0.12 0.05
H 1.325 0.427 1.762 -0.06 0.08 0.05
H 1.337 -1.125 0.035 0.16 0.12 -0.07
```
Forces are in eV/Å.